The following is a quantum chemistry calculation of an isolated molecule of C4H7NO2 at a distorted geometry, from the Open Molecules 2025 dataset.

Multiplicity: 1
Total energy (eV): -9843.5140
Frontier orbital gap (Ha): 0.335
Energy above the lowest of the compared OMol25 structures with the same formula, charge and spin (eV): 3.7656

Atoms and positions in Å:
C1 -1.116 -1.144 0.982
C2 -0.384 -0.530 -0.181
C3 -0.625 1.639 0.128
O1 -0.993 0.697 -0.705
C4 1.096 -0.211 0.155
O2 1.621 -0.552 1.193
N1 1.775 0.421 -0.852
H1 -0.983 -0.558 1.894
H2 -2.179 -1.238 0.749
H3 -0.694 -2.139 1.146
H4 -0.404 -1.162 -1.068
H5 -0.562 2.536 -0.502
H6 1.321 0.751 -1.690
H7 2.742 0.654 -0.701

The following is a quantum chemistry calculation of an isolated molecule of C10H9BO2 at a distorted geometry, from the Open Molecules 2025 dataset.

Multiplicity: 1
Total energy (eV): -15290.4551
Frontier orbital gap (Ha): 0.327
Energy above the lowest of the compared OMol25 structures with the same formula, charge and spin (eV): 0.0000
SMILES: OB(O)c1cccc2ccccc12

Atoms and positions in Å:
O1 2.603 2.264 1.084
B1 1.763 1.155 1.294
O2 2.121 0.288 2.321
C1 0.440 0.876 0.529
C2 -0.406 1.943 0.597
C3 -1.640 1.909 -0.049
C4 -2.039 0.784 -0.685
C5 -1.205 -0.384 -0.736
C6 -1.601 -1.598 -1.314
C7 -0.781 -2.675 -1.262
C8 0.488 -2.592 -0.651
C9 0.928 -1.426 -0.117
C10 0.086 -0.295 -0.154
H1 2.270 2.829 0.348
H2 2.986 0.552 2.708
H3 -0.017 2.880 1.012
H4 -2.256 2.800 -0.060
H5 -3.004 0.764 -1.154
H6 -2.515 -1.606 -1.889
H7 -1.115 -3.600 -1.734
H8 1.021 -3.492 -0.503
H9 1.874 -1.375 0.415

The following is a quantum chemistry calculation of a cluster of 2 separate species, C11H27F6N2O2P2 in total at a distorted geometry, from the Open Molecules 2025 dataset.

Multiplicity: 1
Total energy (eV): -53807.7976
Charge: -1
Frontier orbital gap (Ha): 0.322

Atoms and positions in Å:
C1 -2.401 3.792 -1.950
C2 -1.439 3.028 -1.025
C3 -2.140 2.073 -0.063
C4 -1.379 1.646 1.204
O1 -0.657 0.431 1.172
P1 0.729 -0.197 0.264
C5 2.249 -1.021 -0.526
N1 2.725 -0.455 -1.799
C6 -0.348 -0.603 -1.161
C7 -1.643 -1.296 -0.803
N2 -1.604 -2.423 -0.260
C8 1.652 1.400 0.479
C9 1.930 1.722 1.950
O2 2.969 0.938 2.484
C10 4.275 1.415 2.210
C11 5.245 0.242 2.147
H1 -2.243 3.574 -3.011
H2 -2.302 4.877 -1.829
H3 -3.447 3.536 -1.734
H4 -0.722 2.477 -1.649
H5 -0.833 3.733 -0.435
H6 -2.465 1.159 -0.577
H7 -3.066 2.562 0.282
H8 -2.105 1.513 2.015
H9 -0.708 2.468 1.516
H10 0.815 -1.152 1.277
H11 2.002 -2.084 -0.645
H12 3.056 -0.963 0.227
H13 2.307 0.449 -1.993
H14 2.505 -1.051 -2.588
H15 -0.522 0.312 -1.741
H16 0.230 -1.293 -1.786
H17 -2.569 -0.790 -1.103
H18 -2.530 -2.846 -0.160
H19 2.618 1.301 -0.036
H20 1.117 2.218 -0.001
H21 2.177 2.797 2.037
H22 1.056 1.521 2.571
H23 4.275 2.006 1.280
H24 4.543 2.120 3.017
H25 5.572 0.043 1.122
H26 4.739 -0.653 2.525
H27 6.133 0.405 2.765
F1 -4.147 -3.912 -0.525
P2 -4.253 -5.576 -0.819
F2 -4.688 -7.155 -0.591
F3 -2.661 -5.463 -1.227
F4 -3.730 -5.707 0.741
F5 -4.443 -5.864 -2.437
F6 -5.873 -5.255 -0.812